1) 16
Properties=species:S:1:pos:R:3:lowdin_charge:R:1 method="wB97M-V/def2-TZVPD" total_charge=+1 homo_ev=-13.834 e_lumo_ev=-6.1
C 0.28 -0.68 -1.12 -0.15
C 0.21 -1.20 0.04 0.01
C -1.11 1.12 -0.43 -0.18
C 0.66 2.08 0.76 0.00
C 0.02 -2.32 0.86 -0.01
N -0.60 2.06 0.47 0.00
N -0.19 0.49 -1.50 0.06
H 1.08 -1.24 -1.68 0.21
H -1.29 0.25 0.22 0.12
H -2.03 1.31 -1.00 0.14
H 0.84 2.88 1.55 0.11
H 1.54 1.58 0.33 0.09
H 1.02 -2.89 1.18 0.19
H -0.86 -2.96 0.75 0.11
H 0.10 -1.48 1.71 0.19
H 0.34 0.98 -2.15 0.13

=====

2) 16
Properties=species:S:1:pos:R:3:lowdin_charge:R:1 method="wB97M-V/def2-TZVPD" smiles="C=[N+]1C[C@H]1[C@@H]1CN1" total_charge=+1 homo_ev=-13.409 e_lumo_ev=-5.4
C 2.33 1.20 -0.13 0.24
C -2.42 -0.34 0.11 -0.08
C 1.24 -1.14 0.27 0.01
C -1.07 0.17 0.42 -0.31
C 0.17 -0.30 -0.44 -0.09
N -2.03 1.05 -0.08 0.05
N 1.44 0.26 -0.05 -0.04
H 2.09 2.08 -0.63 0.10
H 3.44 1.02 0.28 0.18
H -2.52 -0.92 -0.77 0.10
H -2.99 -0.49 1.12 0.16
H 1.34 -1.56 1.32 0.17
H 1.66 -1.94 -0.29 0.12
H -0.73 0.19 1.42 0.13
H -0.07 -0.53 -1.53 0.20
H -1.88 1.23 -1.02 0.08

=====

3) 16
Properties=species:S:1:pos:R:3:lowdin_charge:R:1 method="wB97M-V/def2-TZVPD" smiles="C=[N+]1C[C@H]1[C@@H]1CN1" total_charge=+1 homo_ev=-13.737 e_lumo_ev=-5.0
C 2.41 0.26 0.03 0.19
C -2.08 -0.85 1.12 -0.10
C 0.51 0.98 -1.42 -0.01
C -0.99 -0.81 0.04 -0.16
C 0.01 0.75 -0.04 -0.03
N -0.85 -1.57 1.19 0.01
N 1.30 0.42 -0.46 -0.11
H 2.54 0.07 1.12 0.14
H 3.41 0.30 -0.49 0.15
H -2.22 0.15 1.55 0.11
H -2.99 -1.39 0.85 0.12
H 0.06 0.29 -2.17 0.15
H 0.82 2.05 -1.70 0.18
H -1.14 -1.35 -0.86 0.11
H 0.01 1.52 0.68 0.15
H -0.22 -1.07 1.75 0.09

=====

4) 16
Properties=species:S:1:pos:R:3:lowdin_charge:R:1 method="wB97M-V/def2-TZVPD" total_charge=+1 homo_ev="-13.812 / -13.364" e_lumo_ev="-4.6 / -6.1"
C 1.42 -1.51 0.52 0.08
C 1.30 -1.74 -0.75 0.12
C 0.40 1.77 0.47 0.01
C -0.14 1.47 -0.93 -0.09
C -1.87 -0.69 0.51 0.19
N 0.86 0.67 -0.40 -0.10
N 0.57 -0.63 -0.19 -0.06
H 1.71 -1.78 1.60 0.18
H 1.87 -2.14 -1.65 0.17
H 1.16 2.44 0.83 0.11
H -0.40 1.38 1.17 0.12
H -1.09 0.87 -0.96 0.11
H 0.09 2.06 -1.78 0.11
H -2.12 -1.31 -0.37 0.05
H -1.22 -0.99 1.22 -0.03
H -2.55 0.14 0.71 0.04

=====

Verdict on stability: 2) comes out on top.

=====

1) 16
Properties=species:S:1:pos:R:3:lowdin_charge:R:1 method="wB97M-V/def2-TZVPD" total_charge=+1 homo_ev="-13.590 / -13.591" e_lumo_ev="-4.9 / -4.9"
C 1.24 0.49 0.10 -0.25
C -1.44 -0.19 -0.36 -0.20
C -0.69 -1.47 -0.14 0.13
C -0.97 1.12 0.37 -0.14
C 1.43 -0.80 0.59 0.02
N 2.22 -0.27 -0.51 0.14
N 0.36 1.44 -0.09 0.13
H -1.45 0.13 -1.42 0.12
H -2.58 -0.25 -0.07 0.17
H -0.77 -2.19 0.66 0.08
H -0.04 -1.82 -0.98 0.10
H -1.50 2.02 0.09 0.13
H -1.10 0.83 1.42 0.15
H 1.85 -0.96 1.54 0.11
H 3.10 0.09 -0.17 0.13
H 0.31 1.84 -1.02 0.18

=====

2) 16
Properties=species:S:1:pos:R:3:lowdin_charge:R:1 method="wB97M-V/def2-TZVPD" smiles=CCc1c[nH]c[nH+]1 total_charge=+1 homo_ev=-14.205 e_lumo_ev=-3.5
C -1.61 -0.22 1.65 -0.07
C -0.66 0.81 1.02 -0.17
C 0.24 0.32 -0.07 -0.18
C 1.44 -0.38 0.06 0.03
N 1.95 -0.56 -1.21 0.11
C 1.00 -0.29 -2.10 -0.05
N -0.06 0.15 -1.42 0.15
H -2.25 -0.66 0.88 0.08
H -1.18 -0.85 2.42 0.08
H -2.38 0.37 2.18 0.09
H -1.34 1.46 0.44 0.12
H -0.09 1.37 1.75 0.12
H 2.15 -0.27 0.87 0.14
H 2.72 -1.13 -1.53 0.18
H 0.92 -0.72 -3.08 0.17
H -0.85 0.61 -1.85 0.19

=====

Verdict on stability: 2) comes out on top.